{
  "formula": "C18H39FN10O28S",
  "method": "ωB97M-V/def2-TZVPD",
  "elements": ["O", "C", "O", "C", "O", "C", "S", "O", "O", "F", "C", "C", "O", "C", "O", "C", "C", "O", "H", "H", "H", "H", "H", "H", "H", "H", "H", "C", "N", "O", "O", "H", "H", "H", "C", "N", "O", "O", "H", "H", "H", "C", "N", "O", "O", "H", "H", "H", "C", "N", "O", "O", "H", "H", "H", "C", "N", "O", "O", "H", "H", "H", "C", "N", "O", "O", "H", "H", "H", "C", "N", "O", "O", "H", "H", "H", "C", "N", "O", "O", "H", "H", "H", "C", "N", "O", "O", "H", "H", "H", "C", "N", "O", "O", "H", "H", "H"],
  "coordinates": [[2.73, -1.69, 4.50], [3.16, -1.10, 3.59], [4.25, -1.59, 2.85], [4.65, -0.49, 2.08], [5.60, -0.46, 1.43], [3.61, 0.63, 2.21], [3.60, 2.20, 1.32], [3.43, 3.23, 2.32], [4.86, 2.33, 0.67], [2.35, 2.34, 0.33], [2.66, 0.27, 3.10], [1.43, 1.10, 3.48], [0.41, 0.31, 4.08], [-0.77, 1.11, 4.23], [-1.92, 0.54, 3.66], [-1.66, -0.01, 2.35], [-2.99, -0.14, 1.50], [-2.89, 0.73, 0.35], [1.00, 1.49, 2.52], [1.70, 2.00, 4.09], [-0.62, 2.15, 3.85], [-0.98, 1.18, 5.33], [-0.98, 0.64, 1.77], [-1.26, -1.05, 2.50], [-3.09, -1.19, 1.14], [-3.88, 0.15, 2.09], [-2.06, 0.54, -0.11], [-2.67, 4.53, -1.24], [-2.22, 3.59, -0.18], [-2.78, 3.65, 0.89], [-1.32, 2.82, -0.47], [-3.47, 5.14, -0.85], [-1.81, 5.13, -1.52], [-3.02, 3.93, -2.08], [-4.25, -0.87, 5.63], [-5.21, -0.98, 4.50], [-6.39, -0.91, 4.76], [-4.73, -1.12, 3.39], [-4.81, -0.75, 6.55], [-3.67, -1.79, 5.65], [-3.62, -0.01, 5.44], [0.82, 5.31, 2.06], [-0.11, 6.05, 1.17], [-0.70, 7.00, 1.64], [-0.21, 5.64, 0.02], [0.81, 5.77, 3.04], [0.47, 4.28, 2.11], [1.81, 5.36, 1.62], [-4.75, -3.37, -1.41], [-3.61, -2.89, -0.59], [-2.58, -2.57, -1.17], [-3.78, -2.84, 0.61], [-4.45, -3.36, -2.46], [-4.98, -4.39, -1.09], [-5.59, -2.70, -1.24], [6.08, 0.14, -1.50], [6.78, -0.24, -2.76], [7.39, 0.63, -3.35], [6.68, -1.40, -3.11], [6.25, 1.19, -1.31], [5.02, -0.06, -1.64], [6.49, -0.47, -0.70], [3.19, 0.62, -4.93], [3.17, 1.14, -3.54], [2.62, 0.46, -2.69], [3.71, 2.21, -3.34], [2.68, -0.34, -4.96], [2.68, 1.35, -5.56], [4.23, 0.51, -5.22], [5.02, 4.51, -5.61], [4.34, 4.87, -6.88], [4.08, 6.05, -7.06], [4.10, 3.97, -7.65], [5.17, 5.41, -5.02], [4.37, 3.81, -5.08], [5.97, 4.05, -5.86], [-1.57, -3.07, -5.09], [-3.01, -3.03, -5.45], [-3.38, -3.73, -6.38], [-3.72, -2.30, -4.78], [-1.06, -3.76, -5.76], [-1.18, -2.06, -5.19], [-1.50, -3.41, -4.06], [3.92, -4.43, 3.83], [3.72, -5.90, 3.75], [3.07, -6.43, 4.64], [4.22, -6.48, 2.80], [3.43, -4.06, 4.72], [4.99, -4.25, 3.88], [3.49, -4.00, 2.94], [-8.59, -5.45, -0.20], [-7.54, -4.86, -1.07], [-6.47, -5.44, -1.14], [-7.82, -3.84, -1.66], [-8.20, -6.35, 0.25], [-8.85, -4.71, 0.55], [-9.45, -5.68, -0.83]],
  "smiles": "O=C1OC(=O)C(S(=O)(=O)F)=C1COCOCCO.C[N+](=O)[O-].C[N+](=O)[O-].C[N+](=O)[O-].C[N+](=O)[O-].C[N+](=O)[O-].C[N+](=O)[O-].C[N+](=O)[O-].C[N+](=O)[O-].C[N+](=O)[O-].C[N+](=O)[O-]",
  "total_energy_ha": -3860.5289,
  "orbital_gap_ev": 7.080,
  "homo_ev": -9.497
}



{
  "formula": "C18H39FN2O7",
  "method": "ωB97M-V/def2-TZVPD",
  "elements": ["O", "H", "H", "H", "F", "C", "O", "C", "C", "N", "C", "C", "O", "C", "H", "H", "H", "H", "H", "H", "H", "H", "H", "H", "H", "H", "H", "H", "H", "C", "O", "C", "C", "N", "C", "C", "O", "C", "H", "H", "H", "H", "H", "H", "H", "H", "H", "H", "H", "H", "H", "H", "H", "C", "C", "C", "C", "C", "C", "O", "O", "H", "H", "H", "H", "H", "H"],
  "coordinates": [[-0.45, -0.05, 10.83], [-1.14, 0.03, 11.49], [0.46, 0.01, 11.14], [-0.68, -0.88, 10.40], [1.76, -0.67, 12.16], [-0.80, 3.26, 9.40], [-1.57, 2.29, 10.24], [-2.17, 2.85, 11.39], [-3.06, 1.77, 12.08], [-2.24, 0.74, 12.73], [-3.18, -0.35, 12.92], [-2.34, -1.60, 13.08], [-1.93, -1.99, 11.80], [-1.50, -3.36, 11.54], [-1.40, 4.14, 9.20], [-0.45, 2.65, 8.56], [0.13, 3.55, 9.90], [-2.96, 3.55, 11.10], [-1.38, 3.35, 11.95], [-3.62, 1.36, 11.24], [-3.73, 2.24, 12.81], [-1.85, 1.18, 13.56], [-3.90, -0.26, 12.11], [-3.94, -0.21, 13.69], [-2.96, -2.40, 13.48], [-1.46, -1.40, 13.69], [-1.05, -3.49, 10.56], [-2.35, -4.04, 11.63], [-0.90, -3.78, 12.35], [-3.15, 2.68, 4.04], [-2.79, 1.32, 4.03], [-1.39, 1.19, 4.41], [-1.07, -0.17, 4.83], [-1.81, -0.54, 6.04], [-1.44, -1.97, 6.39], [-1.59, -2.22, 7.93], [-0.58, -1.80, 8.82], [0.56, -2.59, 8.83], [-2.61, 3.20, 3.24], [-2.81, 3.24, 4.91], [-4.21, 2.95, 3.99], [-1.18, 1.72, 5.33], [-0.75, 1.43, 3.55], [-0.04, -0.05, 5.18], [-1.02, -0.87, 4.00], [-2.72, -0.66, 5.62], [-0.43, -2.22, 6.09], [-2.09, -2.68, 5.88], [-1.90, -3.26, 8.04], [-2.50, -1.68, 8.17], [1.31, -2.26, 9.55], [0.99, -2.76, 7.84], [0.27, -3.61, 9.08], [4.13, 3.62, 8.00], [3.26, 3.37, 9.06], [3.20, 2.09, 9.53], [4.03, 1.07, 9.06], [5.05, 1.37, 8.22], [4.96, 2.63, 7.52], [5.58, 2.83, 6.31], [2.22, 1.75, 10.39], [3.99, 4.51, 7.41], [2.62, 4.10, 9.53], [3.96, 0.17, 9.65], [5.79, 0.60, 8.03], [5.22, 3.67, 6.02], [2.34, 0.98, 10.95]],
  "total_energy_ha": -1445.0776,
  "orbital_gap_ev": 8.055,
  "homo_ev": -7.410,
  "e_above_lowest_kcal_mol": 23.01
}



{
  "formula": "C18H39I2O14P4",
  "method": "ωB97M-V/def2-TZVPD",
  "elements": ["C", "C", "C", "C", "C", "C", "C", "O", "C", "P", "O", "I", "C", "O", "C", "C", "O", "O", "P", "O", "I", "C", "H", "H", "H", "H", "H", "H", "H", "H", "H", "H", "H", "H", "H", "H", "H", "H", "H", "H", "H", "H", "H", "C", "O", "P", "O", "O", "C", "O", "C", "H", "H", "H", "H", "H", "H", "H", "H", "H", "C", "O", "P", "O", "O", "C", "O", "C", "H", "H", "H", "H", "H", "H", "H", "H", "H"],
  "coordinates": [[7.94, 0.92, 3.62], [6.59, 0.60, 2.95], [6.35, 1.69, 1.88], [6.59, -0.80, 2.28], [5.55, -1.77, 2.93], [6.30, -3.05, 3.34], [4.47, -2.08, 1.89], [3.24, -2.56, 2.40], [2.57, -1.59, 3.18], [2.83, -1.89, 5.06], [1.42, -1.56, 5.79], [2.96, -4.38, 5.14], [1.06, -1.95, 2.96], [0.33, -0.76, 3.28], [1.16, 0.38, 3.22], [1.51, 1.07, 4.59], [0.58, 1.32, 5.37], [2.71, 1.36, 4.80], [0.38, 1.73, 2.21], [1.25, 3.05, 2.57], [-1.82, 2.13, 3.24], [2.48, -0.16, 2.68], [8.52, 0.03, 3.86], [8.56, 1.54, 2.97], [7.81, 1.51, 4.53], [5.82, 0.70, 3.73], [5.53, 1.43, 1.21], [7.26, 1.83, 1.30], [6.14, 2.65, 2.36], [6.36, -0.67, 1.22], [7.58, -1.22, 2.44], [5.17, -1.25, 3.82], [7.29, -2.83, 3.76], [6.48, -3.64, 2.43], [5.76, -3.66, 4.06], [4.35, -1.22, 1.22], [4.87, -2.87, 1.25], [0.79, -2.27, 5.63], [0.83, -2.15, 1.91], [0.69, -2.76, 3.58], [1.00, 3.42, 3.43], [2.27, -0.31, 1.60], [3.36, 0.47, 2.66], [-2.25, -0.19, 0.34], [-1.92, -0.51, -1.03], [-2.25, 0.62, -2.16], [-3.71, 0.49, -2.39], [-1.35, -0.15, -3.26], [-1.67, -1.49, -3.60], [-1.82, 2.04, -2.79], [-2.85, 2.96, -3.15], [-1.82, -0.95, 0.99], [-1.84, 0.78, 0.62], [-3.34, -0.18, 0.47], [-2.74, -1.69, -3.50], [-1.11, -2.18, -2.96], [-1.37, -1.65, -4.63], [-3.49, 3.19, -2.31], [-3.43, 2.56, -3.98], [-2.34, 3.87, -3.47], [-9.55, 2.55, -5.17], [-8.33, 1.87, -4.84], [-7.80, 0.72, -5.89], [-8.66, -0.45, -5.58], [-6.34, 0.66, -5.25], [-6.20, 0.33, -3.85], [-7.21, 0.48, -7.37], [-7.77, -0.57, -8.17], [-9.67, 3.38, -4.48], [-9.53, 2.94, -6.19], [-10.40, 1.87, -5.06], [-6.99, -0.34, -3.52], [-6.20, 1.23, -3.25], [-5.24, -0.16, -3.73], [-8.85, -0.45, -8.29], [-7.55, -1.53, -7.72], [-7.30, -0.50, -9.15]],
  "total_energy_ha": -3723.5881,
  "orbital_gap_ev": 6.505,
  "total_charge": -1,
  "homo_ev": -4.973
}



{
  "formula": "C18H40AlIN3O4P",
  "method": "ωB97M-V/def2-TZVPD",
  "elements": ["C", "C", "O", "O", "C", "O", "C", "Al", "C", "C", "C", "I", "N", "C", "C", "C", "P", "N", "H", "H", "H", "H", "H", "H", "H", "H", "H", "H", "H", "H", "H", "H", "H", "H", "H", "H", "H", "H", "C", "C", "N", "C", "C", "C", "C", "C", "O", "C", "H", "H", "H", "H", "H", "H", "H", "H", "H", "H", "H", "H", "H", "H", "H", "H", "H", "H", "H", "H"],
  "coordinates": [[2.63, -1.15, 3.08], [2.59, 0.33, 3.32], [3.48, 0.93, 3.90], [1.49, 0.93, 2.77], [0.51, 1.35, 3.73], [0.81, 2.13, 4.60], [-0.80, 0.75, 3.52], [-1.87, 1.61, 1.99], [-2.03, 0.25, 0.50], [-3.18, -0.79, 0.58], [-3.69, -1.04, 1.98], [-4.43, -3.08, 2.16], [-3.54, 2.24, 2.47], [-3.82, 2.50, 3.67], [-4.23, 1.47, 4.70], [-3.83, 3.91, 4.20], [-0.50, 3.36, 1.11], [-0.10, 4.46, 2.19], [3.34, -1.61, 3.74], [1.66, -1.60, 3.24], [2.92, -1.32, 2.05], [-1.28, 0.77, 4.48], [-0.63, -0.27, 3.19], [-1.09, -0.27, 0.33], [-2.21, 0.84, -0.40], [-3.99, -0.52, -0.07], [-2.81, -1.73, 0.20], [-4.54, -0.43, 2.23], [-2.93, -0.96, 2.74], [-5.17, 1.03, 4.38], [-4.40, 1.93, 5.67], [-3.52, 0.67, 4.81], [-3.07, 4.04, 4.96], [-3.74, 4.62, 3.40], [-4.79, 4.07, 4.70], [0.65, 2.71, 0.54], [-1.17, 3.92, -0.03], [0.90, 4.53, 2.30], [0.79, 0.02, -1.77], [1.28, -0.10, -3.20], [2.66, -0.68, -3.35], [3.63, 0.25, -2.68], [3.06, -0.68, -4.81], [2.27, -1.56, -5.76], [2.86, -2.02, -2.67], [1.93, -3.17, -3.02], [0.61, -2.88, -2.67], [-0.40, -3.40, -3.52], [1.40, 0.70, -1.18], [-0.22, 0.43, -1.78], [0.74, -0.94, -1.26], [1.33, 0.89, -3.65], [0.60, -0.70, -3.79], [3.51, 1.24, -3.11], [4.64, -0.11, -2.86], [3.43, 0.28, -1.62], [4.12, -0.94, -4.84], [2.97, 0.36, -5.12], [2.63, -2.59, -5.75], [2.44, -1.20, -6.77], [1.20, -1.55, -5.58], [2.79, -1.82, -1.61], [3.89, -2.31, -2.90], [2.28, -4.02, -2.41], [2.02, -3.48, -4.06], [-0.02, -4.20, -4.17], [-0.82, -2.60, -4.15], [-1.20, -3.80, -2.91]],
  "total_energy_ha": -2056.4197,
  "orbital_gap_ev": 4.911,
  "homo_ev": -5.771
}



{
  "formula": "C18H40CoN5P3S",
  "method": "ωB97M-V/def2-TZVPD",
  "elements": ["Co", "P", "P", "P", "H", "C", "C", "H", "C", "C", "C", "C", "C", "C", "C", "C", "C", "H", "H", "H", "H", "H", "H", "H", "H", "H", "H", "H", "H", "H", "H", "H", "H", "H", "H", "H", "H", "H", "H", "H", "H", "H", "H", "H", "H", "H", "C", "C", "C", "C", "C", "C", "S", "H", "H", "H", "H", "H", "H", "N", "N", "N", "C", "N", "N", "H", "H", "H"],
  "coordinates": [[1.21, 0.95, 0.42], [0.86, -0.87, -0.67], [2.01, 1.99, -1.33], [-3.18, -2.29, 2.23], [-0.71, 2.30, 1.05], [-0.39, 1.26, 1.19], [0.69, 1.07, 2.17], [0.96, 1.94, 2.81], [-0.46, -1.25, -1.89], [2.33, -1.49, -1.60], [0.62, -2.24, 0.53], [2.06, 3.83, -1.21], [3.80, 1.70, -1.71], [1.38, 1.81, -3.07], [-4.54, -2.03, 3.42], [-1.81, -2.75, 3.35], [-3.68, -3.88, 1.48], [-1.19, 0.53, 1.11], [0.71, 0.12, 2.73], [-0.20, -2.17, -2.46], [-0.57, -0.43, -2.60], [-1.42, -1.39, -1.39], [2.22, -2.58, -1.74], [3.24, -1.28, -1.03], [2.39, -1.00, -2.58], [1.04, -3.17, 0.11], [-0.45, -2.37, 0.74], [1.15, -2.01, 1.46], [3.03, 4.20, -1.57], [1.93, 4.12, -0.16], [1.26, 4.27, -1.82], [3.92, 1.23, -2.70], [4.26, 1.06, -0.95], [4.32, 2.68, -1.70], [1.80, 2.62, -3.69], [0.29, 1.87, -3.11], [1.70, 0.85, -3.50], [-5.13, -2.95, 3.49], [-5.18, -1.21, 3.08], [-4.12, -1.78, 4.40], [-1.93, -3.78, 3.69], [-1.83, -2.07, 4.21], [-0.85, -2.64, 2.84], [-4.54, -4.29, 2.02], [-2.84, -4.58, 1.49], [-3.97, -3.68, 0.44], [-3.44, 1.12, -1.00], [-4.39, 1.24, -2.03], [-4.13, 2.09, -3.11], [-2.93, 2.82, -3.19], [-1.94, 2.61, -2.23], [-2.21, 1.74, -1.21], [-3.77, 0.38, 0.57], [-3.91, -0.85, 0.15], [-5.34, 0.71, -1.94], [-4.86, 2.18, -3.92], [-2.74, 3.57, -3.96], [-0.97, 3.14, -2.23], [-1.37, 1.56, -0.55], [6.14, -1.09, 1.43], [4.87, -0.58, 1.67], [4.66, 0.12, 2.81], [3.49, 0.72, 2.52], [3.03, 0.44, 1.30], [4.00, -0.32, 0.70], [6.08, -1.82, 0.73], [6.54, -1.39, 2.31], [2.98, 1.38, 3.21]],
  "total_energy_ha": -3787.4169,
  "orbital_gap_ev": [7.792, 2.894],
  "total_charge": 3,
  "homo_ev": [-16.055, -16.217],
  "s_squared": 6.05,
  "e_above_lowest_kcal_mol": 88.61,
  "multiplicity": 5
}



{
  "formula": "C18H40F6Na3O14S2",
  "method": "ωB97M-V/def2-TZVPD",
  "elements": ["Na", "Na", "Na", "C", "F", "F", "F", "S", "O", "O", "O", "C", "F", "F", "F", "S", "O", "O", "O", "C", "O", "C", "C", "O", "C", "H", "H", "H", "H", "H", "H", "H", "H", "H", "H", "C", "O", "C", "C", "O", "C", "H", "H", "H", "H", "H", "H", "H", "H", "H", "H", "C", "O", "C", "C", "O", "C", "H", "H", "H", "H", "H", "H", "H", "H", "H", "H", "C", "O", "C", "C", "O", "C", "H", "H", "H", "H", "H", "H", "H", "H", "H", "H"],
  "coordinates": [[12.83, -15.65, 12.16], [18.27, -14.57, 11.71], [15.63, -14.86, 16.14], [15.93, -18.60, 9.61], [14.91, -18.38, 8.76], [15.54, -19.74, 10.20], [17.05, -18.75, 9.07], [16.12, -17.16, 11.01], [16.72, -17.80, 12.18], [16.99, -16.10, 10.51], [14.74, -16.65, 11.28], [14.42, -11.60, 13.25], [13.04, -11.84, 13.46], [14.45, -10.68, 12.26], [14.94, -11.06, 14.38], [15.19, -13.35, 12.76], [16.42, -13.04, 12.07], [15.40, -14.10, 14.00], [14.28, -13.99, 11.74], [5.36, -8.75, 14.65], [6.27, -9.29, 13.70], [7.50, -9.83, 14.19], [8.01, -10.99, 13.36], [9.27, -11.44, 13.74], [9.72, -12.39, 12.87], [5.91, -8.04, 15.26], [5.05, -9.54, 15.33], [4.47, -8.30, 14.21], [7.31, -10.14, 15.22], [8.17, -8.97, 14.27], [8.09, -10.48, 12.40], [7.32, -11.84, 13.32], [10.72, -12.69, 13.18], [9.86, -12.03, 11.85], [9.10, -13.29, 12.77], [12.91, -6.49, 9.05], [13.97, -6.52, 9.97], [14.08, -7.68, 10.84], [13.02, -7.66, 11.97], [11.63, -8.07, 11.76], [11.36, -9.43, 11.71], [12.29, -5.65, 9.33], [12.21, -7.32, 9.08], [13.39, -6.49, 8.06], [15.04, -7.52, 11.33], [13.90, -8.60, 10.27], [12.81, -6.65, 12.32], [13.37, -8.09, 12.90], [10.32, -9.60, 11.42], [11.68, -9.81, 12.68], [12.10, -9.81, 11.02], [15.22, -10.23, 8.75], [15.45, -11.35, 7.89], [15.19, -12.64, 8.56], [15.47, -13.90, 7.66], [14.32, -14.16, 6.91], [14.46, -15.36, 6.22], [15.48, -9.25, 8.33], [15.92, -10.40, 9.57], [14.14, -10.28, 8.93], [14.18, -12.61, 8.96], [15.90, -12.77, 9.38], [15.89, -14.69, 8.28], [16.32, -13.63, 7.03], [14.56, -16.23, 6.87], [15.24, -15.34, 5.46], [13.50, -15.49, 5.73], [17.29, -9.75, 20.27], [17.69, -10.89, 19.52], [17.15, -12.16, 20.01], [17.38, -13.24, 18.95], [16.66, -13.16, 17.67], [17.27, -12.18, 16.82], [16.55, -9.15, 19.74], [18.20, -9.22, 20.52], [16.92, -10.00, 21.27], [16.12, -11.81, 20.11], [17.55, -12.42, 20.99], [17.31, -14.26, 19.31], [18.46, -13.28, 18.82], [16.91, -11.22, 17.19], [16.86, -12.33, 15.82], [18.34, -12.21, 16.62]],
  "total_energy_ha": -3645.4792,
  "orbital_gap_ev": [2.608, 8.549],
  "homo_ev": [-3.383, -9.139],
  "s_squared": 0.75,
  "multiplicity": 2
}